#w
A 2-piece molecular cluster, C2H2ClN overall. Source: the OMol25 dataset; level of theory: ωB97M-V/def2-TZVPD.

Geometry as XYZ:
```
6
Properties=species:S:1:pos:R:3:mulliken_charge:R:1
C -0.697 -0.227 0.466 -0.2684
C 0.801 0.648 -0.830 -0.0247
N 1.659 1.187 -1.449 -0.3280
Cl 0.073 -1.716 1.017 -0.0533
H -0.489 0.556 1.170 0.3382
H -1.346 -0.447 -0.373 0.3363
```

## Properties
**Net charge**: 0
**LUMO energy (spin up / spin down)**: -1.12 / -1.12 eV
**Kohn-Sham gap (spin up / spin down)**: 0.3711 / 0.3711 hartree
**Spin multiplicity**: 1
**HOMO energy (spin up / spin down)**: -0.412 / -0.412 hartree

#x
The molecule C2H2ClN. Source: the OMol25 dataset; level of theory: ωB97M-V/def2-TZVPD.

Geometry as XYZ:
```
6
Properties=species:S:1:pos:R:3:mulliken_charge:R:1
N 1.553 -0.668 0.255 -0.4786
C 0.374 -0.273 0.132 0.6325
C -0.730 0.407 -0.080 -0.5601
Cl -2.488 0.025 -0.189 -0.1548
H 2.151 -0.802 -0.517 0.2786
H -0.859 1.311 0.399 0.2823
```

## Properties
**SMILES string**: N=C=CCl
**Net charge**: 0
**LUMO energy**: 0.14 eV
**Kohn-Sham gap**: 0.3458 hartree
**Spin multiplicity**: 1
**HOMO energy**: -0.341 hartree

Which one sits at the bottom of the stability order? #w does.

#w
The molecule C5H10FN. Source: the OMol25 dataset; level of theory: ωB97M-V/def2-TZVPD.

Geometry as XYZ:
```
17
Properties=species:S:1:pos:R:3:mulliken_charge:R:1
C 2.602 0.546 -0.145 -0.8573
N 1.188 0.444 -0.243 -0.3212
C 0.587 -0.373 0.433 0.2555
F 1.089 -1.318 1.220 -0.2814
C -1.038 -0.473 0.355 0.8206
C -1.335 -0.943 -1.068 -1.3329
C -1.556 0.904 0.702 -1.4137
H 2.869 1.534 0.111 0.3116
H 3.220 0.260 -0.971 0.3017
H 3.156 -0.081 0.684 0.2392
H -1.334 -1.189 1.228 0.2741
H -0.444 -1.500 -1.582 0.2803
H -1.629 -0.255 -1.837 0.3577
H -2.289 -1.531 -1.163 0.3495
H -1.386 1.704 -0.161 0.2706
H -1.122 1.430 1.627 0.3049
H -2.577 0.841 0.811 0.4406
```

## Properties
**SMILES string**: C/N=C(\F)C(C)C
**Net charge**: 0
**LUMO energy**: 1.03 eV
**Kohn-Sham gap**: 0.4096 hartree
**Spin multiplicity**: 1
**HOMO energy**: -0.372 hartree

#x
The molecule C5H10FN. Source: the OMol25 dataset; level of theory: ωB97M-V/def2-TZVPD.

Geometry as XYZ:
```
17
Properties=species:S:1:pos:R:3:mulliken_charge:R:1
F 2.257 -0.126 -0.119 -0.3600
C 0.929 -0.076 -0.395 0.3665
C 0.414 1.318 0.085 -0.6318
C -1.058 1.098 0.297 -0.5962
N -1.657 0.056 -0.543 -0.4121
C -1.146 -1.149 0.047 -0.7424
C 0.284 -1.036 0.516 -0.8499
H 0.788 -0.444 -1.430 0.3363
H 0.568 2.078 -0.637 0.3883
H 0.762 1.465 1.175 0.2216
H -1.204 0.949 1.321 0.3249
H -1.545 2.093 -0.084 0.3343
H -2.609 -0.102 -0.579 0.2648
H -1.075 -1.971 -0.680 0.3802
H -1.967 -1.486 0.727 0.3570
H 0.702 -2.056 0.285 0.2910
H 0.335 -0.707 1.480 0.3275
```

## Properties
**SMILES string**: FC1CCNCC1
**Net charge**: 0
**LUMO energy**: 1.01 eV
**Kohn-Sham gap**: 0.3628 hartree
**Spin multiplicity**: 1
**HOMO energy**: -0.326 hartree

Which one sits at the bottom of the stability order? #x does.

#w
A 8-piece molecular cluster, C28H77N8O10 overall. Source: the OMol25 dataset; level of theory: ωB97M-V/def2-TZVPD.

Geometry as XYZ:
```
123
Properties=species:S:1:pos:R:3:mulliken_charge:R:1
N 23.159 18.848 5.422 0.8479
O 23.400 19.122 4.226 -0.6479
O 23.693 19.531 6.334 -0.8726
O 22.448 17.852 5.727 -0.5799
C 27.346 18.084 9.122 -1.5750
C 27.031 17.361 7.819 0.4426
C 26.226 16.096 8.102 -0.7939
O 26.161 15.350 6.903 -0.2464
C 25.367 14.209 7.036 -0.5009
N 26.364 18.263 6.900 -0.0266
H 27.759 17.401 9.871 0.4409
H 26.448 18.543 9.539 0.3609
H 28.107 18.848 8.959 0.3300
H 27.937 16.965 7.340 0.2876
H 25.211 16.363 8.442 0.2346
H 26.705 15.480 8.880 0.4765
H 24.333 14.482 7.284 0.0513
H 25.724 13.532 7.828 0.3885
H 25.387 13.663 6.095 0.2268
H 25.539 18.729 7.273 0.1344
H 26.002 17.738 6.108 -0.1674
C 28.558 23.161 5.414 -1.5298
C 28.559 22.213 4.236 0.5968
C 27.927 20.885 4.609 -0.1178
O 27.784 20.096 3.453 -0.4451
C 27.307 18.790 3.744 -0.2433
N 27.980 22.871 3.046 -0.7967
H 27.538 23.339 5.777 0.2310
H 28.944 24.146 5.142 0.3872
H 29.151 22.778 6.247 0.4577
H 29.607 22.024 3.958 0.2967
H 26.935 21.049 5.064 -0.2220
H 28.519 20.399 5.399 0.3231
H 28.047 18.208 4.306 0.3392
H 27.162 18.262 2.798 0.3152
H 26.346 18.838 4.259 -0.1564
H 27.626 22.136 2.434 0.3605
H 27.118 23.358 3.316 0.2157
C 24.750 15.859 3.818 -0.4716
C 23.643 15.440 2.842 1.1625
C 23.380 13.956 2.894 -0.7732
O 24.471 13.240 2.410 -0.3821
C 24.193 11.876 2.351 -0.7980
N 22.382 16.112 3.234 -0.5599
H 25.717 15.418 3.559 0.6996
H 24.486 15.569 4.840 -0.2356
H 24.856 16.946 3.800 -0.4648
H 23.922 15.793 1.846 0.1917
H 22.467 13.736 2.314 0.5043
H 23.101 13.673 3.926 0.0543
H 23.247 11.689 1.826 0.3359
H 24.112 11.447 3.360 0.2687
H 25.000 11.377 1.819 0.2783
H 22.245 15.821 4.204 -0.3886
H 22.568 17.104 3.399 0.2100
C 19.692 20.667 9.678 -1.5273
C 20.385 20.363 8.366 0.9269
C 20.983 21.605 7.734 -0.8063
O 19.956 22.555 7.543 -0.3446
C 20.474 23.842 7.286 -0.6654
N 21.478 19.394 8.601 -0.7426
H 18.861 21.364 9.583 0.3087
H 20.437 21.075 10.366 0.3364
H 19.313 19.734 10.102 0.3855
H 19.703 19.898 7.634 0.2271
H 21.434 21.370 6.767 0.3985
H 21.742 21.978 8.438 0.3637
H 19.636 24.514 7.095 0.2701
H 21.131 23.849 6.409 0.1707
H 21.008 24.240 8.160 0.3216
H 21.135 18.449 8.712 0.2817
H 22.123 19.380 7.807 0.1314
C 26.051 26.633 4.359 -1.2901
C 25.560 26.184 3.000 0.7953
C 24.663 24.979 3.060 -1.0389
O 25.264 23.973 3.820 -0.0761
C 24.384 22.948 4.209 -0.6609
N 24.861 27.287 2.309 -0.7695
H 26.751 27.465 4.246 0.3817
H 26.567 25.803 4.840 0.1957
H 25.251 26.960 5.027 0.3183
H 26.432 25.930 2.381 0.1794
H 24.432 24.604 2.040 0.3586
H 23.639 25.219 3.399 0.4799
H 24.951 22.229 4.797 -0.1497
H 23.946 22.408 3.369 0.3957
H 23.633 23.328 4.906 0.3410
H 25.507 28.052 2.138 0.2706
H 24.603 27.001 1.366 0.2523
C 19.395 16.066 7.114 -1.4350
C 20.511 15.123 7.554 0.4058
C 20.801 14.137 6.442 0.8603
O 21.598 13.049 6.856 -0.2176
C 20.839 12.016 7.460 -0.8085
N 21.688 15.941 7.921 -0.6422
H 18.460 15.541 6.908 0.4630
H 19.712 16.564 6.189 0.2097
H 19.207 16.859 7.837 0.3078
H 20.195 14.588 8.458 0.3396
H 21.359 14.639 5.649 -0.9597
H 19.878 13.771 5.965 0.5423
H 21.488 11.150 7.597 0.2361
H 20.031 11.673 6.802 0.3316
H 20.470 12.347 8.435 0.2878
H 21.865 16.623 7.174 0.3094
H 22.504 15.329 7.852 0.1960
C 20.423 17.358 -1.270 -1.5860
C 21.854 16.910 -1.008 0.1686
C 22.549 17.969 -0.177 -0.4058
O 23.922 17.702 -0.075 -0.4047
C 24.537 18.635 0.794 -0.5191
N 21.822 15.627 -0.314 -0.7226
H 20.407 18.333 -1.762 0.4102
H 19.851 17.417 -0.342 0.3204
H 19.926 16.618 -1.897 0.3843
H 22.404 16.854 -1.951 0.3660
H 22.085 18.013 0.822 0.1771
H 22.380 18.960 -0.639 0.4668
H 24.369 19.666 0.452 0.4806
H 25.607 18.438 0.801 0.1577
H 24.149 18.559 1.818 0.1718
H 22.739 15.193 -0.295 0.3582
H 21.596 15.803 0.666 0.2759
```

## Properties
**Net charge**: -1
**LUMO energy**: 2.51 eV
**Kohn-Sham gap**: 0.3215 hartree
**Spin multiplicity**: 1
**HOMO energy**: -0.229 hartree

#x
A 8-piece molecular cluster, C28H77N8O10 overall. Source: the OMol25 dataset; level of theory: ωB97M-V/def2-TZVPD.

Geometry as XYZ:
```
123
Properties=species:S:1:pos:R:3:mulliken_charge:R:1
N 0.660 0.112 -1.147 0.9925
O 0.133 -0.552 -2.025 -0.6685
O 0.367 1.331 -1.066 -0.6763
O 1.493 -0.369 -0.433 -0.6494
C -2.363 6.832 1.228 -1.2442
C -3.738 6.561 0.569 0.1618
C -3.921 7.524 -0.644 -0.6416
O -3.786 8.857 -0.106 -0.3312
C -3.044 9.792 -1.004 -0.6841
N -3.826 5.161 0.163 -0.6986
H -1.579 6.636 0.497 0.3403
H -2.296 6.225 2.131 0.3925
H -2.276 7.868 1.557 0.2915
H -4.568 6.775 1.241 0.3091
H -4.858 7.443 -1.195 0.3743
H -3.087 7.295 -1.307 0.2907
H -3.694 10.265 -1.740 0.2811
H -2.132 9.398 -1.452 0.3251
H -2.831 10.562 -0.263 0.2329
H -3.633 4.587 0.971 0.2825
H -2.970 5.063 -0.364 0.3189
C 3.682 4.448 3.342 -1.4045
C 4.396 4.790 4.713 0.4891
C 3.605 5.818 5.588 -0.7073
O 3.248 6.965 4.771 -0.2991
C 2.276 7.731 5.407 -0.6931
N 4.579 3.458 5.412 -0.7789
H 2.701 3.991 3.470 0.3413
H 4.269 3.699 2.810 0.4483
H 3.680 5.316 2.684 0.3006
H 5.388 5.162 4.457 0.2486
H 4.298 6.005 6.409 0.3341
H 2.706 5.431 6.068 0.3339
H 1.920 8.502 4.724 0.2370
H 2.799 8.293 6.180 0.2828
H 1.494 7.085 5.806 0.3145
H 3.735 2.902 5.422 0.2707
H 5.090 2.876 4.763 0.2815
C -5.074 -4.537 -3.566 -1.4215
C -4.690 -5.680 -2.553 0.6269
C -4.486 -7.105 -3.042 -0.8202
O -5.575 -7.776 -3.619 -0.3642
C -6.498 -8.160 -2.676 -0.6832
N -3.546 -5.155 -1.834 -0.6822
H -4.379 -4.351 -4.384 0.3718
H -5.394 -3.639 -3.037 0.4088
H -5.997 -4.881 -4.034 0.3522
H -5.505 -5.582 -1.835 0.1104
H -4.003 -7.735 -2.295 0.4134
H -3.744 -7.092 -3.840 0.2483
H -6.817 -7.365 -2.002 0.2667
H -6.013 -8.867 -2.002 0.3039
H -7.403 -8.499 -3.179 0.2633
H -3.934 -4.397 -1.290 0.3046
H -2.990 -4.639 -2.500 0.3018
C -5.040 4.945 -6.389 -1.2776
C -4.608 3.605 -5.677 0.4460
C -5.275 2.410 -6.390 -0.7174
O -6.686 2.505 -6.078 -0.2941
C -7.445 1.447 -6.684 -0.7108
N -3.163 3.468 -5.758 -0.7799
H -6.022 5.289 -6.065 0.3258
H -5.094 4.926 -7.477 0.2931
H -4.389 5.769 -6.097 0.3518
H -4.890 3.616 -4.624 0.2785
H -4.892 1.429 -6.110 0.3980
H -5.213 2.482 -7.476 0.3126
H -7.203 0.467 -6.272 0.2665
H -7.208 1.474 -7.748 0.3066
H -8.523 1.592 -6.609 0.2472
H -2.983 2.570 -5.332 0.2788
H -2.745 4.108 -5.099 0.2748
C 9.359 -0.772 2.017 -1.3124
C 8.673 -2.079 2.522 0.5820
C 9.287 -2.747 3.744 -0.8298
O 10.694 -3.166 3.421 -0.3129
C 11.285 -3.725 4.545 -0.7228
N 7.285 -1.807 2.902 -0.6998
H 9.169 0.047 2.710 0.3372
H 9.024 -0.496 1.017 0.3437
H 10.434 -0.946 2.057 0.3118
H 8.779 -2.809 1.719 0.2283
H 8.684 -3.570 4.129 0.3752
H 9.191 -2.052 4.578 0.3897
H 11.404 -2.998 5.348 0.3081
H 12.283 -4.002 4.205 0.2404
H 10.714 -4.549 4.975 0.2914
H 6.711 -1.488 2.135 0.2641
H 6.819 -2.657 3.185 0.2064
C -0.846 0.865 5.976 -1.4065
C -0.794 -0.485 5.254 0.4864
C -1.760 -0.655 4.060 -0.6163
O -3.028 -0.696 4.651 -0.3051
C -4.033 -0.818 3.684 -0.7663
N 0.564 -0.832 4.902 -0.7177
H -0.961 1.739 5.335 0.2956
H 0.040 1.135 6.551 0.4042
H -1.672 0.857 6.687 0.3105
H -1.027 -1.194 6.048 0.2336
H -1.535 -1.557 3.489 0.3329
H -1.632 0.180 3.372 0.3896
H -4.228 -1.856 3.412 0.2740
H -3.910 -0.215 2.785 0.3282
H -4.946 -0.533 4.206 0.2554
H 0.790 -1.816 4.890 0.2543
H 0.757 -0.598 3.939 0.2472
C 2.222 -8.637 -2.091 -1.4313
C 2.460 -7.143 -2.398 0.4904
C 1.970 -6.749 -3.736 -0.5926
O 2.814 -7.303 -4.704 -0.3318
C 2.700 -6.553 -5.985 -0.7610
N 1.878 -6.309 -1.391 -0.7358
H 1.199 -8.954 -2.290 0.3073
H 2.312 -8.878 -1.032 0.3988
H 2.856 -9.280 -2.702 0.3208
H 3.529 -6.931 -2.387 0.2715
H 1.880 -5.663 -3.742 0.3974
H 0.961 -7.097 -3.956 0.2712
H 3.353 -6.936 -6.770 0.2728
H 3.005 -5.518 -5.837 0.3164
H 1.711 -6.591 -6.441 0.2902
H 2.214 -5.384 -1.619 0.2920
H 0.870 -6.256 -1.432 0.2237
```

## Properties
**Net charge**: -1
**LUMO energy**: 2.17 eV
**Kohn-Sham gap**: 0.2400 hartree
**Spin multiplicity**: 1
**HOMO energy**: -0.160 hartree

Which one sits at the bottom of the stability order? #x does.